(1)
13
Properties=species:S:1:pos:R:3:nbo_charge:R:1 method="wB97M-V/def2-TZVPD" total_charge=-1
C 0.73905 -0.40504 0.29489 -0.346
C -0.22359 -1.43537 0.30994 -0.201
C 0.83140 0.63204 -0.59536 -0.071
C -1.47483 0.74759 -1.13448 0.100
N -0.25523 0.93316 -1.43334 -0.582
N -1.40087 -1.25293 -0.22415 -0.003
O -2.26575 -2.16442 -0.27151 -0.574
S -2.04667 1.25290 0.56650 -0.219
H 1.50655 -0.56434 1.06919 0.199
H -0.07199 -2.19980 1.18532 0.148
H 1.74109 1.27063 -0.66460 0.183
H -2.30680 0.66267 -1.83349 0.185
H -0.75401 0.75984 0.90105 0.181


(2)
Entry from the OMol25 dataset: a single C12H22O2 molecule (ωB97M-V with the def2-TZVPD basis set).

```
36
Properties=species:S:1:pos:R:3:nbo_charge:R:1
C -2.26835 -3.95066 -3.78773 -0.714
C -2.56111 -2.83187 -2.82179 0.798
O -3.31524 -2.90433 -1.88822 -0.604
O -1.86304 -1.73640 -3.13848 -0.509
C -2.00651 -0.60158 -2.28245 -0.075
C -1.08994 -0.71474 -1.06612 -0.419
H -0.09527 -0.99350 -1.42360 0.206
H -1.45620 -1.51880 -0.42458 0.215
C -0.99068 0.58365 -0.25718 -0.210
C -2.34805 0.97262 0.32377 -0.611
H -3.05800 1.20206 -0.46622 0.207
H -2.74869 0.15781 0.92243 0.207
H -2.25824 1.85263 0.95472 0.209
C 0.05700 0.40531 0.84949 -0.375
H -0.33840 -0.26491 1.61540 0.200
H 0.94595 -0.06764 0.42606 0.201
C 0.49211 1.72229 1.50484 -0.434
C 1.55995 1.47219 2.52763 -0.197
C 2.87232 1.45837 2.32829 0.031
C 3.54285 1.71585 1.01175 -0.651
H 2.84044 2.02532 0.24502 0.211
H 4.04390 0.80948 0.67084 0.216
H 4.30265 2.48893 1.12365 0.214
C 3.82858 1.16601 3.44816 -0.631
H 4.45015 0.30634 3.19854 0.208
H 3.30052 0.95643 4.37454 0.213
H 4.49155 2.01583 3.61025 0.209
H 1.18922 1.24482 3.51910 0.192
H -0.36128 2.18977 1.99793 0.207
H 0.84493 2.40628 0.73093 0.200
H -0.65247 1.38252 -0.92811 0.189
H -3.05358 -0.52801 -1.97563 0.201
H -1.73338 0.25804 -2.89859 0.187
H -1.97830 -3.54732 -4.75270 0.232
H -3.14056 -4.59078 -3.88049 0.236
H -1.44484 -4.54200 -3.39146 0.239
```


(3)
Entry from the OMol25 dataset: a single C5H9N3 molecule at a distorted geometry (ωB97M-V with the def2-TZVPD basis set).

```
17
Properties=species:S:1:pos:R:3:nbo_charge:R:1
C 2.32017 -0.21301 0.76206 -0.256
C 2.12644 0.81197 -0.28604 -0.246
C 0.59351 -0.92671 -0.74206 0.240
C -2.19273 0.84709 -0.27025 -0.301
C -2.52287 -0.34394 0.48016 -0.285
H 3.35670 -0.58130 1.15591 0.220
H 1.49825 -0.32084 1.44327 0.223
H 1.12762 1.23142 -0.56658 0.219
H 2.99575 1.44618 -0.71733 0.205
H 0.06456 -1.65315 -1.45993 0.215
H -1.26066 1.60032 0.22327 0.245
H -2.99397 1.38096 -0.99279 0.236
H -1.86846 -0.66394 1.51953 0.186
H -3.26235 -1.00440 0.52378 0.211
N 1.94823 -0.57602 -0.60965 -0.466
N -0.30469 -0.41899 0.10175 -0.371
N -1.62550 -0.61564 -0.56511 -0.274
```


Calculated values (eV) of HOMO-LUMO gap for the records, taken in order: 6.418; 9.773; 10.494.
Calculated values (kcal per mole) of energy relative to the best compared isomer or geometry (same formula, charge and spin) for the records, taken in order: 107.8; 23.4; 172.1.